# 1
102
Properties=species:S:1:pos:R:3:forces:R:3 method="wB97M-V/def2-TZVPD" total_charge=+1 e_tot_ev=-69866.182 e_homo_ha=-0.414
In 4.23468 -1.96948 -1.38467 -0.30 -0.72 0.44
C -0.25541 0.23882 -0.27635 2.91 -1.09 -0.45
C -1.42373 -0.22580 0.24512 -5.65 3.38 1.34
C -1.60049 -1.66877 0.64358 -6.64 -1.32 1.78
O -2.75355 -2.18976 1.08688 4.35 3.07 -1.57
C -0.67188 -2.63884 0.41122 3.35 0.20 -1.02
C 0.64216 -2.23311 -0.16551 1.82 -0.77 -0.99
C 0.86109 -0.66293 -0.47074 2.99 -0.20 -0.97
O 1.99728 -0.24229 -0.88645 -3.58 -1.75 1.37
O 1.54912 -3.05363 -0.44155 -2.34 2.57 0.67
O -2.36885 0.68196 0.37877 3.03 -4.01 -0.09
H -0.09282 1.28933 -0.46710 -0.19 0.16 -0.13
H -0.90323 -3.66923 0.63742 0.04 -0.16 -0.05
C 0.18897 6.03358 -1.09204 0.42 0.71 -0.18
O -0.21087 6.26443 0.25055 0.48 -0.08 -1.04
C -0.32211 5.06917 0.96585 -1.78 0.34 1.87
C 0.61712 5.01319 2.17268 1.37 0.13 -0.29
O 0.63561 5.99385 3.20991 -0.28 -0.14 -0.11
C -0.57243 6.36294 3.83221 -0.57 0.32 -0.28
H 1.15218 5.52344 -1.08244 -0.03 -0.43 -0.27
H 0.36689 6.97728 -1.60768 -0.06 0.27 0.41
H -0.56897 5.53709 -1.69795 -0.01 -0.50 0.25
H -0.31800 4.12260 0.42541 0.96 0.08 -0.63
H -1.37486 5.05876 1.24818 -0.30 -0.03 0.76
H 1.61465 5.12247 1.74714 0.18 0.20 -0.16
H 0.71274 4.01441 2.59857 -0.78 -0.36 0.20
H -1.24783 6.77520 3.08257 -0.28 0.00 0.05
H -0.41958 7.13288 4.58847 0.63 0.18 -0.32
H -1.09178 5.59923 4.41112 0.07 -0.75 -0.29
C 4.34207 0.36727 -8.57640 -0.44 -0.16 -0.02
O 3.60978 0.67386 -7.43164 -1.22 0.43 1.04
C 3.61631 2.02342 -7.00482 0.81 -0.13 0.67
C 2.45849 2.36174 -6.09198 -0.13 -0.34 -1.54
O 2.52898 1.61296 -4.93823 0.95 -0.90 0.98
C 1.61042 1.87885 -3.91407 -0.04 -0.46 -0.50
H 4.15451 -0.69693 -8.71924 0.46 -0.02 -0.15
H 5.39802 0.59359 -8.42864 0.18 -0.06 -0.30
H 3.91373 0.87856 -9.43851 0.30 0.25 -0.25
H 3.57474 2.73240 -7.83169 0.16 -0.02 -0.27
H 4.51139 2.17409 -6.40131 0.51 0.28 -0.23
H 1.61919 2.08406 -6.72960 -0.89 0.16 0.39
H 2.46742 3.43582 -5.90655 -0.07 0.19 0.07
H 1.79849 2.84205 -3.43975 -0.38 0.30 -0.14
H 1.73793 1.11217 -3.14985 0.20 -0.08 0.01
H 0.61472 1.73153 -4.33238 -0.42 0.58 0.29
O -5.39353 0.61940 -0.03906 -0.11 0.35 -0.77
H -5.30919 0.22427 0.82869 -0.14 -0.42 0.60
H -4.58386 1.11635 -0.15618 0.11 0.13 -0.06
O -2.54195 -6.02289 2.35243 -0.01 0.01 -0.39
H -1.75213 -5.49545 2.47170 0.29 0.03 0.16
H -3.05354 -5.87207 3.14725 -0.23 -0.02 0.26
O 2.49003 2.07710 0.83656 -0.34 0.20 0.38
H 3.31833 1.61383 0.96117 0.26 0.03 -0.02
H 2.01664 1.55282 0.19059 0.23 -0.07 -0.33
O 1.48911 -5.01764 1.67578 0.24 0.33 0.75
H 1.03011 -5.67214 1.14932 -0.29 -0.52 -0.55
H 1.35479 -4.19456 1.20596 0.11 -0.02 -0.27
O 4.12125 -3.88404 0.86966 0.35 0.23 -0.71
H 4.30428 -3.57355 1.75641 0.16 0.32 0.22
H 3.42123 -4.52742 0.98037 -0.41 -0.53 -0.02
O -3.76372 -3.99222 -1.02671 0.39 -0.03 -0.35
H -4.14511 -4.67415 -0.47378 -0.21 -0.23 0.17
H -3.62215 -3.25400 -0.43407 -0.25 0.20 0.20
O 3.11644 -4.70178 -2.27674 0.26 0.45 0.21
H 2.21613 -4.86290 -2.55907 -0.37 -0.02 0.02
H 3.65269 -5.21819 -2.87840 0.25 -0.21 -0.18
C -1.31954 -6.45319 -0.72816 -0.39 -0.29 0.72
O 0.06676 -6.39323 -0.49787 1.26 0.33 -0.05
H -1.68227 -7.34963 -0.22527 -0.49 -0.08 -0.36
H -1.75045 -5.61505 -0.18048 -0.22 0.04 -0.44
H -1.53847 -6.43016 -1.79570 -0.30 0.08 0.13
H 0.46468 -7.16181 -0.91326 0.18 -0.06 0.07
C 2.56206 -1.51954 2.81947 -0.54 0.65 0.27
O 3.82699 -1.52919 2.20205 0.40 -0.34 -0.15
H 2.16768 -2.52348 2.97653 0.33 -0.16 -0.33
H 2.55371 -1.04624 3.80132 0.25 0.06 0.11
H 1.87840 -0.93885 2.20019 -0.44 -0.02 -0.11
H 4.14279 -0.63332 2.06319 -0.05 0.09 0.35
C -3.06432 3.51592 -1.01513 0.24 -0.76 -0.27
O -1.85433 3.15029 -1.78713 -1.17 0.63 1.01
H -3.05218 3.10746 -0.00462 0.50 0.18 0.15
H -3.21762 4.59327 -0.95252 0.45 -0.09 -0.29
H -3.95779 3.05921 -1.44083 0.04 0.13 -0.51
H -1.57899 2.30316 -1.42913 -0.24 -0.02 -0.10
C -4.39618 -0.02892 3.25293 0.60 1.13 0.69
O -4.95619 -0.82660 2.26810 -0.49 -1.09 -0.10
H -4.13269 0.90499 2.75645 0.18 0.56 0.50
H -5.05864 0.15770 4.09815 -0.36 -0.02 -0.32
H -3.48924 -0.43587 3.70012 0.12 -0.24 -0.14
H -4.19787 -1.22734 1.83690 -0.16 -0.35 -0.42
C -1.44820 -2.77375 4.08721 0.39 1.93 1.56
O -1.21400 -1.83480 5.20373 0.31 -2.42 -0.81
H -0.80881 -2.46084 3.26177 -0.10 0.19 -0.61
H -1.10063 -3.78040 4.31949 -0.26 0.15 0.61
H -2.51135 -2.72464 3.85179 0.03 -0.32 -0.45
H -1.45195 -0.93775 4.95824 -0.26 0.35 -0.30
C -0.49349 1.15775 3.52743 -0.30 0.95 1.00
O -1.47315 0.80070 4.53830 0.70 0.06 -1.03
H -0.05100 2.08092 3.90168 0.49 0.00 -0.31
H 0.30547 0.42257 3.43107 -0.38 -0.23 0.07
H -0.97955 1.41948 2.58758 -0.01 -0.36 -0.21
H -1.88779 1.64810 4.71605 -0.43 -0.18 0.44



# 2
116
Properties=species:S:1:pos:R:3:forces:R:3 method="wB97M-V/def2-TZVPD" total_charge=-2 e_tot_ev=-236284.167 multiplicity=2 e_homo_ha="-0.105 / -0.105"
Rb -0.49763 0.79770 2.06937 -0.39 0.28 -0.14
Cl 6.00728 3.69663 2.19555 0.17 0.31 -0.40
C 4.74844 2.65008 2.69255 -0.39 -1.20 -0.89
C 3.97378 1.91386 1.76992 2.12 2.50 -0.60
C 3.04575 1.03192 2.24139 -1.80 -3.36 -2.16
N 2.45798 0.03788 1.41634 0.52 1.78 4.96
C 2.52111 0.14446 0.14543 1.69 -0.78 -6.22
O 2.48878 1.12536 -0.60378 -0.54 0.78 0.67
C 2.81664 -1.18078 -0.68457 -1.77 -0.64 0.24
C 2.95225 -2.29167 0.03891 0.39 0.79 -0.12
C 3.06719 -3.66688 -0.37880 -0.34 -0.78 1.16
C 1.18953 -3.16870 -2.19151 0.59 0.84 0.14
C 1.97882 -2.01059 -2.76687 -0.44 -0.26 0.28
N 2.67858 -1.19053 -2.11643 0.84 1.66 0.90
C 2.79590 0.91283 3.63433 -4.15 -1.57 -0.10
C 3.56826 1.58376 4.51886 1.93 1.24 1.43
C 4.59250 2.39801 4.05418 -0.80 0.04 2.02
Cl 5.50278 3.22532 5.35527 -0.25 -0.29 -1.09
N 1.56540 0.35305 4.00582 3.61 1.38 -3.04
C 1.39662 -0.29169 5.10693 -3.18 -0.62 3.58
O 2.12018 -0.92903 5.86817 0.91 0.00 -0.61
C -0.11091 -0.16302 5.58674 0.80 -1.12 0.38
C -0.62901 -1.11575 6.49162 -0.77 0.51 0.41
C -1.93470 -0.90796 6.96524 0.98 -0.77 0.50
C -2.60669 0.20761 6.54081 -0.79 0.40 -0.36
C -2.05248 1.04990 5.61668 1.61 -1.05 -0.18
N -0.81221 0.86846 5.14577 -0.13 0.12 -0.18
H 4.09724 2.06921 0.67145 -0.03 -0.16 1.18
H 2.86960 -2.07872 1.07223 0.22 -0.20 1.11
H 3.25892 -4.43078 0.40905 -0.43 0.80 -0.45
H 0.70153 -3.73248 -2.98470 -0.21 0.13 -0.07
H 1.97695 -1.84883 -3.85293 -0.13 -0.27 0.17
H 3.34719 1.51365 5.58402 0.21 0.00 -0.33
H -0.07642 -1.97289 6.87925 0.16 0.41 -0.49
H -2.39685 -1.60307 7.69084 0.34 0.39 -0.57
H -3.61596 0.45295 6.78299 -0.61 -0.26 0.59
H -2.60452 1.82953 5.18333 -0.60 1.17 -0.41
N -5.60013 -0.53745 -0.28931 0.95 -0.32 -0.49
N -5.13782 0.83795 -0.44318 0.29 -1.31 -0.33
H -5.55384 -0.81086 0.69085 -0.09 0.20 -0.12
H -4.86668 -1.14586 -0.71549 -0.80 0.79 0.34
H -4.67475 1.12321 0.39463 0.44 0.28 0.53
H -5.94339 1.40572 -0.55298 -0.76 0.48 -0.05
C -3.43982 -1.44161 -4.09415 -0.96 0.75 0.02
C -2.99849 -0.44601 -3.23464 0.64 0.03 0.78
C -2.03653 -0.78402 -2.25747 -0.26 -0.51 -0.50
C -1.57110 -2.12036 -2.15383 -0.48 0.25 -0.47
C -2.10115 -3.10368 -3.03763 0.44 0.93 0.64
C -3.04761 -2.76087 -3.99304 0.87 -0.36 0.02
As -0.14545 -2.56835 -0.83343 -0.34 -0.49 -0.60
C 2.08989 -4.13226 -1.45596 0.92 -0.47 -0.14
C 3.64358 -4.06225 -1.65777 0.71 0.79 -1.81
C 4.36934 -5.31402 -1.78510 0.81 -0.46 -0.23
C 3.78599 -6.47956 -1.48333 -0.44 -0.05 0.65
C 2.38981 -6.51756 -1.07911 -0.31 -0.59 0.07
C 1.55447 -5.46306 -1.19452 -1.09 -1.05 0.05
C 0.05771 -5.59630 -0.92495 1.79 -0.65 0.00
C -0.55651 -6.86071 -0.81563 -0.61 1.08 0.40
C -1.88055 -6.94134 -0.39203 0.73 -2.37 0.22
C -2.61867 -5.83141 -0.05912 0.15 0.30 -0.55
C -2.02342 -4.60722 -0.21358 1.30 -0.17 -0.01
C -0.67010 -4.47771 -0.61161 -1.94 1.22 0.18
H -4.20957 -1.18785 -4.80087 -0.15 0.10 -0.37
H -3.37900 0.59969 -3.23948 0.23 -1.02 -0.24
H -1.69889 0.04544 -1.63094 0.17 -0.51 0.13
H -1.73846 -4.11981 -2.95363 -0.08 -0.08 -0.02
H -3.39230 -3.51062 -4.71042 -0.07 0.25 0.32
H 4.05951 -3.23699 -2.29378 -0.65 -0.83 0.73
H 5.41353 -5.24153 -2.12144 -0.50 -0.22 0.02
H 4.26302 -7.45292 -1.47954 0.42 0.24 -0.22
H 2.02348 -7.48610 -0.69637 0.09 0.62 -0.39
H 0.00396 -7.75657 -0.97392 0.19 -0.37 -0.25
H -2.26428 -7.97912 -0.21086 0.07 1.09 -0.34
H -3.64046 -5.90257 0.24014 -0.46 -0.05 0.33
H -2.55548 -3.72855 0.03531 -0.59 0.69 0.11
F -1.76895 -2.12017 1.62320 -0.18 0.44 0.15
As -3.19370 -2.27273 2.62490 -0.40 0.72 -0.91
F -3.52576 -0.50972 2.45050 0.34 -1.18 0.05
F -2.24227 -1.90674 4.05909 -0.41 -0.50 -0.93
F -4.58792 -2.51659 3.56963 -0.55 0.25 0.62
F -2.93352 -3.98306 2.61222 0.39 -0.02 0.53
F -4.22235 -2.54404 1.17151 0.81 0.33 0.64
O -1.89426 4.73948 3.19225 -0.24 0.51 0.52
N -1.23012 4.79981 2.15765 -0.33 0.26 0.50
O -1.05534 3.70085 1.60099 0.58 -1.00 -0.91
C 2.67516 5.10819 -1.98990 0.66 -0.33 0.40
C 1.82037 4.32694 -1.01966 0.11 -0.12 0.01
C 1.85590 4.99970 0.32637 -1.37 0.52 0.87
Sb -0.16399 3.55773 -1.44110 -0.71 0.76 0.45
C -1.33001 5.44853 -1.24196 0.75 -1.24 -1.18
C -2.60446 5.20431 -2.02447 -0.39 0.48 0.04
C -0.57181 6.67449 -1.65746 0.08 0.70 -0.70
C -0.15274 3.18265 -3.61380 -0.07 0.78 0.56
C 0.17567 4.27308 -4.63327 0.59 -0.88 -0.71
C 0.77275 1.98290 -3.68681 0.91 1.40 0.32
H 3.70158 5.27211 -1.58840 -0.52 -0.07 0.10
H 2.27174 6.08024 -2.21495 -0.27 0.41 -0.23
H 2.82660 4.53993 -2.87691 0.03 -0.26 -1.09
H 2.21534 3.32682 -0.85836 0.66 0.02 -0.11
H 1.49028 6.07514 0.33162 0.33 -1.30 -0.03
H 2.87627 5.01063 0.67933 0.49 0.05 0.30
H 1.22860 4.41184 1.02941 0.36 0.63 -0.07
H -1.51671 5.52474 -0.20316 -0.36 -0.20 1.12
H -2.41795 5.29221 -3.12006 -0.27 -0.16 0.64
H -3.35153 5.96126 -1.71026 0.08 -0.23 -0.43
H -3.02807 4.21767 -1.77786 0.04 0.25 -0.27
H -0.17455 6.57860 -2.69678 -0.10 0.20 0.71
H 0.23587 6.87333 -0.94543 -0.01 -0.02 -0.41
H -1.22695 7.57250 -1.63289 0.16 -0.28 -0.08
H -1.16094 2.81827 -3.78185 -0.41 0.08 -0.14
H 1.23225 4.55929 -4.61380 -0.07 0.15 0.44
H -0.43137 5.17905 -4.61916 -0.11 -0.18 0.15
H 0.10478 3.79049 -5.62924 -0.32 0.38 0.06
H 1.75064 2.26944 -3.23880 -0.19 -0.41 -0.75
H 0.84271 1.59461 -4.68745 0.40 -0.21 -0.59
H 0.41701 1.22048 -3.05017 -0.47 -1.11 0.69



# 3
18
Properties=species:S:1:pos:R:3:forces:R:3 method="wB97M-V/def2-TZVPD" e_tot_ev=-7889.093 e_homo_ha=-0.332
C 0.63354 1.77483 0.57064 -0.34 -0.96 0.81
C -0.34684 0.91465 -0.23977 0.90 0.84 -0.48
C -1.09954 -0.27352 0.33279 -1.15 -0.36 0.54
C -0.09649 -1.25183 0.88559 0.85 0.24 -0.04
C 0.96304 -1.16095 -0.27574 -1.06 -1.51 -0.15
C 0.13489 -0.25646 -1.19140 0.14 1.20 0.20
H 1.14429 2.48548 -0.04522 0.41 0.30 -0.58
H 0.11039 2.37932 1.32888 0.04 -0.35 -0.12
H 1.38754 1.14502 1.08750 -0.38 0.44 -0.23
H -1.00991 1.60741 -0.81260 0.21 -0.71 0.36
H -1.95661 -0.21266 1.00421 -0.35 0.34 -0.41
H 0.33157 -0.83125 1.79806 -0.08 -0.54 0.26
H -0.60801 -2.22248 1.01920 0.64 0.43 0.08
H 1.91717 -0.82496 0.09732 0.24 0.58 -0.21
H 1.14794 -2.12658 -0.78426 -0.20 0.37 0.34
H 0.51644 -0.06598 -2.18515 -0.01 0.03 -0.25
H -1.92701 -0.23781 -1.54303 0.76 -0.43 0.19
N -1.24240 -0.84222 -1.04703 -0.62 0.08 -0.33



# 4
13
Properties=species:S:1:pos:R:3:forces:R:3 method="wB97M-V/def2-TZVPD" smiles=CC(C)N e_tot_ev=-4747.109 e_homo_ha=-0.342
C -0.91112 -1.10239 0.09655 0.01 -0.07 -0.18
C 0.00927 0.04110 -0.37945 -0.49 -0.30 0.32
C 1.43359 -0.19873 0.08845 -0.19 0.02 0.21
N -0.45624 1.36151 0.07745 0.13 -0.27 -0.33
H -1.94397 -0.94298 -0.25496 0.35 -0.15 0.10
H -0.92973 -1.15839 1.19324 0.01 0.17 -0.14
H -0.55206 -2.08570 -0.24747 -0.18 0.31 -0.06
H -0.01604 0.08838 -1.46426 0.07 -0.13 -0.25
H 2.06273 0.60770 -0.24493 0.31 0.42 -0.03
H 1.86043 -1.12085 -0.30534 -0.18 -0.12 0.07
H 1.45128 -0.23112 1.18649 0.12 -0.05 -0.18
H -0.55402 1.32305 1.08138 -0.14 0.18 0.26
H -1.37537 1.54946 -0.31963 0.18 -0.01 0.22



# 5
32
Properties=species:S:1:pos:R:3:forces:R:3 method="wB97M-V/def2-TZVPD" total_charge=+2 e_tot_ev=-35966.888 multiplicity=4 e_homo_ha="-0.552 / -0.579"
Cl -2.17917 0.54837 -2.18529 -0.79 1.17 0.57
C 0.53447 -2.47594 -2.70958 -0.03 -0.12 -2.14
C 1.73724 -1.76386 -2.40949 0.73 0.52 -1.38
C 1.62470 -0.43283 -2.91421 0.41 -0.42 0.08
H 2.65870 -2.19060 -2.02991 -0.26 0.06 0.52
C 0.35446 -0.24984 -3.53562 -0.24 -0.46 -1.64
C -0.32054 -1.55318 -3.45257 1.30 -0.54 -1.80
H -1.24832 -1.81850 -3.93181 -0.21 0.05 0.11
H 0.35973 -3.51659 -2.44691 -0.16 0.20 -0.33
H 2.40836 0.32463 -2.89579 -0.27 -0.14 0.32
C -0.12652 1.04136 -4.14884 -0.14 -0.09 -0.20
Re -0.12572 -0.88420 -1.49094 0.76 2.31 4.80
C 0.48356 -2.14518 -0.08062 1.25 -3.10 5.13
C -2.06350 -1.41276 -1.34065 -6.39 -1.13 0.71
O 0.91674 -2.81402 0.76517 -1.43 2.35 -3.50
O -3.19158 -1.71685 -1.22871 4.36 -0.29 0.08
H 0.38326 1.90319 -3.67152 0.00 -0.51 -0.64
H -1.18466 1.15349 -3.87999 0.70 0.09 -0.92
H -0.04071 1.00569 -5.25385 0.23 0.20 0.64
N -0.19759 0.48338 0.18982 0.48 -0.50 0.97
C -0.10740 0.69007 1.34165 -0.32 0.93 -0.71
C -0.07605 1.08571 2.70535 0.12 0.09 0.19
C -1.27715 1.34327 3.39102 -0.52 -0.16 0.17
C -1.26337 1.58582 4.76111 -0.05 0.04 -0.35
C -0.05481 1.62798 5.45715 -0.02 -0.12 -0.16
C 1.14647 1.45490 4.76887 0.10 0.03 -0.37
C 1.14291 1.21394 3.39862 0.40 -0.25 0.18
H -2.21529 1.35080 2.84145 0.10 -0.13 0.17
H -2.20056 1.73839 5.28985 0.16 0.03 -0.16
H -0.04765 1.79943 6.53437 -0.01 -0.04 -0.32
H 2.09064 1.50381 5.30567 -0.16 0.06 -0.18
H 2.07934 1.12013 2.85619 -0.08 -0.12 0.16



# 6
50
Properties=species:S:1:pos:R:3:forces:R:3 method="wB97M-V/def2-TZVPD" smiles="Cc1ccc(CCNC(=O)[C@@H]2CCCN(S(=O)(=O)c3cnc[nH]3)C2)cc1" e_tot_ev=-41994.568 e_homo_ha=-0.332
C -0.72930 -2.87987 -2.38564 -0.06 -0.05 0.01
C -1.50824 -2.31899 -1.23393 0.07 0.00 0.04
C -2.73155 -1.69072 -1.44536 0.01 -0.04 0.05
C -3.45228 -1.16362 -0.39143 0.01 -0.09 0.02
C -2.96264 -1.23788 0.90780 0.00 -0.15 0.18
C -3.69252 -0.57951 2.04758 0.00 0.17 -0.12
C -3.76955 0.94324 1.83337 -0.17 -0.03 0.09
N -2.51516 1.45776 1.32866 0.01 0.00 0.48
C -2.39077 1.83772 0.03814 0.51 0.25 0.06
O -3.35334 2.03574 -0.67386 -0.24 0.02 -0.30
C -0.96765 2.04606 -0.48740 -0.10 -0.22 -0.26
C -0.95116 1.62115 -1.96187 0.05 0.34 -0.05
C 0.43312 1.82537 -2.56391 -0.04 -0.26 0.23
C 1.46071 1.05234 -1.74348 0.26 0.01 -0.73
N 1.39534 1.50130 -0.37278 0.90 0.15 0.60
S 2.72250 1.16658 0.55699 -0.17 -0.17 0.07
O 3.89196 1.53017 -0.19020 -0.09 -0.18 -0.19
O 2.50302 1.72666 1.85291 -0.23 -0.23 -0.03
C 2.77512 -0.60429 0.66550 -0.06 0.70 0.03
C 2.05702 -1.57652 1.30942 0.06 0.46 0.02
N 2.47863 -2.79941 0.90466 -0.16 -0.50 0.16
C 3.43145 -2.58772 0.03665 0.10 0.11 -0.14
N 3.64616 -1.26815 -0.15269 0.16 -0.03 -0.17
C 0.11903 1.27927 0.26882 -0.45 0.06 0.43
C -1.74948 -1.87730 1.12004 -0.14 -0.01 -0.01
C -1.03393 -2.42024 0.06583 0.00 -0.03 -0.10
H 0.27218 -3.16714 -2.07226 0.07 -0.02 -0.03
H -1.22970 -3.76304 -2.78261 0.04 -0.07 -0.09
H -0.65482 -2.15170 -3.19267 0.05 0.01 -0.08
H -3.12149 -1.61115 -2.45016 -0.05 0.02 -0.13
H -4.39508 -0.67484 -0.58307 -0.11 0.11 -0.03
H -3.16947 -0.79203 2.98251 -0.04 -0.06 0.02
H -4.70775 -0.97209 2.13078 -0.01 -0.01 0.11
H -4.52038 1.19026 1.08078 0.06 0.00 0.16
H -4.02638 1.44515 2.77054 -0.08 -0.02 -0.11
H -1.69462 1.25659 1.87510 0.06 0.02 -0.16
H -0.74434 3.11706 -0.42802 -0.03 -0.02 0.04
H -1.70126 2.19537 -2.50496 -0.01 -0.09 0.03
H -1.23048 0.56591 -2.02142 -0.05 -0.04 -0.02
H 0.45410 1.47839 -3.59758 0.04 0.02 -0.02
H 0.69223 2.88448 -2.54707 0.06 0.06 -0.06
H 2.47570 1.24741 -2.09178 -0.11 -0.10 -0.14
H 1.25218 -0.02849 -1.80875 0.02 0.02 0.00
H 1.28523 -1.46395 2.04194 -0.20 0.12 0.16
H 3.97585 -3.35958 -0.46882 0.20 -0.08 -0.16
H 4.33111 -0.79435 -0.72156 0.03 -0.12 -0.02
H 0.24891 1.64130 1.29014 -0.26 -0.06 0.02
H -0.12650 0.20427 0.28124 -0.02 0.08 0.02
H -1.35638 -1.95901 2.12453 0.02 0.01 0.13
H -0.09551 -2.92032 0.25828 0.09 -0.06 -0.02